{"formula": "C23H41Br12O5P", "method": "wB97M-V/def2-TZVPD", "fmax_ev_per_a": 9.01, "homo_ev": -9.94, "de_lowest_kcal_mol": 258.49, "gap_ev": 9.45, "total_charge": 0, "e_tot_ev": -884542.6233, "species": ["C", "C", "C", "C", "C", "C", "C", "C", "C", "C", "C", "C", "C", "C", "C", "C", "C", "O", "O", "C", "C", "P", "O", "O", "O", "H", "H", "H", "H", "H", "H", "H", "H", "H", "H", "H", "H", "H", "H", "H", "H", "H", "H", "H", "H", "H", "H", "H", "H", "H", "H", "H", "H", "H", "H", "H", "H", "H", "H", "H", "H", "H", "C", "Br", "Br", "Br", "H", "C", "Br", "Br", "Br", "H", "C", "Br", "Br", "Br", "H", "C", "Br", "Br", "Br", "H"], "coordinates": [[-6.067, 5.577, 3.604], [-6.824, 4.333, 2.798], [-5.837, 3.009, 2.727], [-5.987, 2.246, 1.254], [-4.571, 2.149, 0.430], [-4.412, 0.660, -0.307], [-2.793, 0.310, -0.515], [-2.486, -0.461, -1.940], [-1.044, -1.258, -1.977], [-0.153, -0.780, -3.273], [1.452, -0.707, -2.825], [2.243, -2.069, -3.305], [3.896, -1.867, -3.301], [4.638, -2.611, -4.541], [5.755, -3.734, -4.179], [6.307, -3.958, -2.658], [7.458, -5.110, -3.033], [7.838, -5.999, -2.108], [7.833, -4.936, -4.450], [7.256, -3.647, -4.913], [8.070, -2.251, -4.634], [9.947, -2.448, -4.344], [10.360, -3.628, -3.376], [10.880, -2.596, -5.849], [10.573, -0.967, -3.587], [-5.344, 5.113, 4.415], [-6.821, 6.312, 4.129], [-5.405, 6.215, 2.850], [-7.851, 4.110, 3.327], [-7.078, 4.765, 1.725], [-6.210, 2.282, 3.583], [-4.734, 3.382, 2.921], [-6.505, 1.185, 1.411], [-6.749, 2.860, 0.570], [-3.707, 2.297, 1.241], [-4.546, 3.010, -0.387], [-5.011, 0.639, -1.313], [-4.800, -0.158, 0.467], [-2.144, 1.293, -0.481], [-2.417, -0.406, 0.347], [-3.367, -1.184, -2.259], [-2.424, 0.378, -2.765], [-0.418, -1.117, -0.976], [-1.236, -2.419, -2.068], [-0.280, -1.583, -4.122], [-0.426, 0.285, -3.683], [1.576, -0.554, -1.653], [1.994, 0.201, -3.350], [1.841, -2.523, -4.307], [2.033, -2.881, -2.461], [4.253, -2.144, -2.226], [4.056, -0.690, -3.420], [3.788, -3.157, -5.175], [5.058, -1.769, -5.269], [5.359, -4.790, -4.511], [5.523, -4.224, -1.816], [6.968, -3.103, -2.164], [7.013, -3.658, -6.064], [7.602, -1.585, -3.773], [7.953, -1.597, -5.625], [11.835, -2.813, -5.571], [11.463, -1.262, -3.180], [8.081, -2.110, 0.937], [6.389, -1.467, 0.224], [9.434, -2.280, -0.450], [8.702, -1.018, 2.423], [7.900, -3.115, 1.332], [-4.905, 2.552, 7.041], [-3.913, 4.104, 6.414], [-6.820, 2.757, 6.764], [-4.234, 0.901, 6.262], [-4.744, 2.485, 8.122], [-8.443, 0.018, 3.732], [-9.781, -0.949, 4.760], [-6.996, -1.145, 3.152], [-9.235, 0.986, 2.241], [-8.004, 0.766, 4.401], [-7.719, 5.463, 9.604], [-6.092, 6.507, 9.818], [-7.786, 3.966, 10.845], [-9.312, 6.572, 9.720], [-7.697, 5.040, 8.594]], "mulliken_charge": [-0.59, -0.39, 0.01, -0.15, -0.67, -0.26, -0.66, -0.53, -0.61, -0.46, -0.56, -0.69, -0.13, -0.64, -0.25, -0.09, 0.42, -0.59, -0.34, -0.01, -0.61, 0.78, -0.60, -0.57, -0.53, -0.13, 0.29, 0.27, 0.22, 0.29, -0.25, 0.37, -0.03, 0.31, 0.30, 0.11, 0.30, 0.11, 0.25, 0.29, 0.31, 0.24, 0.31, 0.24, 0.22, 0.35, 0.21, 0.35, 0.35, 0.17, 0.02, 0.27, 0.32, 0.27, 0.33, 0.43, -0.25, 0.40, 0.34, 0.39, 0.34, 0.35, -0.36, -0.02, 0.07, -0.05, 0.41, -0.35, -0.03, -0.01, -0.02, 0.42, 0.23, -0.06, 0.00, -0.03, -0.15, -0.01, -0.01, -0.01, -0.02, 0.03]}

{"formula": "C26H40O20Rb2", "method": "wB97M-V/def2-TZVPD", "fmax_ev_per_a": 5.08, "homo_ev": [-1.53, -5.01], "gap_ev": [2.72, 6.32], "multiplicity": 2, "total_charge": -1, "e_tot_ev": -69870.7980, "species": ["Rb", "Rb", "O", "C", "C", "O", "H", "H", "H", "H", "C", "C", "C", "O", "C", "O", "O", "H", "H", "H", "H", "H", "H", "C", "C", "C", "O", "C", "O", "O", "H", "H", "H", "H", "H", "H", "C", "C", "C", "O", "C", "O", "O", "H", "H", "H", "H", "H", "H", "C", "C", "C", "O", "C", "O", "O", "H", "H", "H", "H", "H", "H", "C", "C", "C", "O", "C", "O", "O", "H", "H", "H", "H", "H", "H", "C", "C", "C", "O", "C", "O", "O", "H", "H", "H", "H", "H", "H"], "coordinates": [[3.627, -2.899, -0.297], [3.697, -1.466, 3.329], [0.641, -2.730, 0.883], [0.562, -1.343, 1.062], [1.543, -0.279, 0.395], [2.938, -0.237, 0.763], [0.533, -1.185, 2.140], [-0.437, -1.023, 0.766], [1.181, 0.748, 0.436], [1.447, -0.378, -0.686], [-3.006, 0.463, 0.022], [-1.994, 1.398, -0.560], [-1.454, 0.984, -1.948], [-1.948, 1.986, -2.829], [-2.697, 2.876, -2.194], [-3.307, 3.780, -2.739], [-2.719, 2.567, -0.873], [-4.015, 0.740, -0.281], [-3.033, 0.400, 1.110], [-2.813, -0.572, -0.262], [-1.138, 1.457, 0.113], [-1.752, -0.032, -2.207], [-0.374, 1.080, -2.054], [-3.131, -2.232, 2.871], [-3.072, -3.107, 1.609], [-2.152, -4.310, 1.479], [-2.985, -5.435, 1.628], [-4.223, -5.028, 1.525], [-5.205, -5.795, 1.504], [-4.329, -3.677, 1.510], [-4.006, -1.584, 2.818], [-2.245, -1.607, 2.983], [-3.214, -2.883, 3.742], [-2.911, -2.364, 0.828], [-1.397, -4.316, 2.265], [-1.649, -4.337, 0.513], [-2.622, -4.334, -2.416], [-1.316, -3.439, -2.255], [0.057, -3.960, -2.656], [0.677, -2.944, -3.403], [-0.229, -2.050, -3.727], [-0.011, -1.088, -4.478], [-1.461, -2.308, -3.131], [-2.505, -5.169, -1.726], [-2.771, -4.787, -3.397], [-3.502, -3.735, -2.182], [-1.317, -3.116, -1.214], [-0.023, -4.921, -3.164], [0.500, -4.138, -1.676], [0.313, 3.232, 5.795], [0.000, 2.912, 4.344], [-0.088, 1.450, 4.020], [-1.367, 1.326, 3.475], [-1.972, 2.544, 3.417], [-3.053, 2.729, 2.896], [-1.251, 3.440, 4.079], [1.345, 3.019, 6.073], [-0.373, 2.694, 6.448], [0.022, 4.273, 5.934], [0.770, 3.387, 3.736], [0.069, 0.875, 4.932], [0.647, 1.168, 3.266], [2.071, 1.533, -4.086], [2.970, 0.753, -3.067], [3.079, -0.715, -3.453], [4.405, -1.022, -3.199], [5.145, 0.098, -2.988], [6.348, 0.046, -2.727], [4.328, 1.187, -3.035], [1.901, 2.555, -3.747], [1.115, 1.017, -4.177], [2.434, 1.570, -5.113], [2.526, 0.807, -2.073], [2.781, -0.854, -4.492], [2.322, -1.222, -2.854], [0.918, 3.707, 0.457], [2.392, 3.280, 0.632], [3.155, 3.005, -0.635], [4.223, 3.949, -0.564], [4.122, 4.665, 0.542], [4.859, 5.541, 0.915], [3.048, 4.354, 1.163], [0.749, 4.358, -0.401], [0.406, 4.133, 1.320], [0.412, 2.797, 0.137], [2.514, 2.478, 1.360], [2.662, 3.243, -1.577], [3.614, 2.018, -0.689]], "mulliken_charge": [1.03, -0.35, -0.90, 0.51, 2.24, -0.99, -0.09, -0.39, -1.19, -0.85, -1.09, 2.29, 0.83, -0.43, 0.55, -0.63, -0.48, 0.50, 0.11, -0.11, -0.91, -0.27, -0.38, -1.71, 2.32, 0.41, -0.37, 0.51, -0.64, -0.40, 0.39, 0.23, 0.44, -1.30, 0.31, -0.25, -1.67, 1.70, -0.33, -0.24, 0.54, -0.63, -0.40, 0.42, 0.43, 0.37, -0.74, 0.22, 0.21, -1.74, 0.79, 0.20, -0.18, 0.64, -0.59, -0.39, 0.37, 0.42, 0.39, -0.02, 0.28, -0.13, -1.50, 2.58, 0.25, -0.37, 0.46, -0.59, -0.41, 0.29, 0.30, 0.41, -1.23, 0.32, -0.30, -1.16, 1.04, 0.67, -0.47, 0.53, -0.65, -0.50, 0.44, 0.26, 0.05, 0.25, -0.36, -0.13]}